Record 1
{
  "formula": "C17H41N11PPt",
  "method": "the ωB97M-V functional and the def2-TZVPD basis",
  "symbols": ["H", "C", "C", "H", "Pt", "N", "H", "H", "H", "H", "H", "H", "H", "N", "H", "N", "H", "N", "H", "C", "H", "H", "N", "H", "C", "H", "C", "C", "H", "N", "N", "H", "N", "H", "C", "H", "H", "H", "H", "C", "H", "H", "H", "N", "H", "C", "N", "H", "C", "P", "H", "C", "H", "H", "H", "H", "H", "H", "C", "C", "N", "C", "H", "H", "H", "C", "H", "C", "C", "H", "H"],
  "xyz": [[1.193, -3.226, 1.781], [3.271, 1.730, 2.697], [0.141, 1.647, 4.280], [-4.384, 3.973, -2.858], [0.190, 0.155, -1.627], [-2.918, 2.823, -2.323], [-0.805, -1.081, 3.857], [2.103, 1.937, -0.585], [1.453, 0.442, -3.961], [-2.246, 2.251, 2.768], [2.932, -1.281, 3.330], [-1.265, -1.480, 2.189], [0.996, -2.282, -6.004], [0.831, -0.223, -3.519], [1.929, 3.172, 0.678], [-2.438, 1.634, -2.187], [3.523, 2.652, 0.156], [-2.053, 3.808, -2.247], [1.978, -0.908, -5.707], [2.614, 1.192, 1.416], [-1.423, -4.417, -4.534], [4.418, 0.581, 0.486], [0.158, 0.411, 0.307], [2.756, 2.598, 3.103], [-2.380, -4.117, -4.113], [-1.895, 1.086, 1.507], [0.902, -1.243, 2.479], [1.893, -1.345, 3.645], [-0.300, -3.086, -4.460], [-1.130, 1.837, -2.007], [-1.242, -1.362, -1.921], [-3.022, -3.703, -4.890], [-2.237, -3.173, -2.992], [-0.500, 2.383, 4.770], [-0.920, 3.153, -2.047], [3.051, -0.367, -0.079], [-0.165, 3.244, 1.207], [-0.083, 0.681, 4.726], [1.172, 1.915, 4.507], [-3.311, -3.199, -1.991], [-3.888, -4.106, -2.137], [-0.682, 3.773, 2.800], [0.037, 3.636, -1.941], [-4.253, 3.064, -2.428], [1.751, -2.333, 4.090], [-0.505, -1.612, 2.959], [1.256, -1.533, -5.382], [1.027, 3.531, 2.498], [-1.285, -2.251, -2.890], [0.919, 0.530, 1.837], [-2.023, 0.566, 3.192], [0.613, -1.297, -4.240], [3.367, 0.974, 3.474], [-2.823, -5.028, -3.721], [4.280, 2.050, 2.428], [0.580, -2.170, 0.517], [3.769, -0.682, 1.514], [-3.969, -2.336, -2.103], [0.037, 3.142, 2.275], [1.274, -2.222, 1.358], [-0.278, -2.279, -3.857], [3.494, 0.095, 0.805], [1.711, -0.614, 4.431], [-0.472, -2.674, 3.209], [-2.897, -3.240, -0.983], [-1.668, 1.356, 2.540], [-4.706, 2.287, -2.889], [-0.183, 1.708, 2.781], [2.508, 2.311, 0.365], [-2.067, -1.348, -1.339], [2.290, -2.110, 0.998]],
  "forces_ev_per_a": [[0.0, 0.0, 0.0], [0.1, 0.0, 0.0], [0.0, 0.1, 0.0], [-0.2, 0.0, -0.1], [0.5, 0.4, 0.5], [0.1, 0.0, 0.0], [0.0, 0.0, 0.0], [0.0, 0.0, 0.0], [0.0, -0.1, 0.0], [0.0, 0.0, 0.0], [0.0, 0.0, 0.0], [0.0, 0.0, 0.0], [0.0, 0.0, 0.0], [0.0, -0.2, -0.2], [0.0, 0.0, 0.0], [0.3, 0.0, 0.1], [0.0, 0.0, 0.0], [0.1, -0.1, 0.0], [0.0, 0.0, 0.0], [0.0, 0.1, -0.1], [0.0, -0.1, 0.0], [0.0, 0.0, 0.0], [0.2, -0.2, 0.0], [0.0, 0.0, 0.0], [0.0, 0.0, 0.1], [0.0, 0.0, 0.0], [0.0, 0.3, -0.1], [0.0, -0.2, 0.1], [0.0, 0.1, 0.0], [-0.6, 0.1, -0.1], [-0.4, -0.4, -0.2], [0.0, 0.0, 0.0], [0.0, -0.1, 0.0], [0.0, 0.0, 0.0], [0.0, 0.2, 0.0], [0.0, 0.0, 0.0], [0.0, 0.0, 0.0], [0.0, 0.0, 0.0], [0.0, 0.0, 0.0], [0.1, 0.0, 0.0], [-0.1, 0.1, 0.0], [0.0, 0.0, 0.0], [0.0, 0.0, 0.0], [0.1, 0.0, 0.2], [0.0, 0.0, 0.0], [0.0, 0.0, 0.1], [-0.1, 0.0, 0.0], [0.0, 0.0, 0.0], [0.1, 0.2, 0.0], [-0.3, -0.2, -0.2], [0.0, -0.1, 0.0], [-0.2, -0.2, 0.1], [0.0, 0.0, 0.0], [0.0, 0.0, -0.1], [0.0, 0.0, 0.0], [0.0, 0.0, 0.0], [0.0, 0.0, 0.0], [0.0, 0.0, 0.0], [0.0, 0.0, 0.0], [0.0, -0.1, 0.0], [0.0, 0.2, 0.0], [0.1, 0.0, 0.0], [0.0, 0.0, 0.0], [0.0, 0.0, 0.0], [0.0, 0.0, 0.0], [0.0, 0.0, 0.0], [-0.2, 0.1, -0.1], [0.0, 0.0, 0.0], [0.0, 0.0, -0.1], [0.0, 0.0, 0.0], [0.0, 0.0, 0.0]],
  "mulliken_spin": [0.00, 0.01, 0.00, 0.00, 1.70, 0.00, 0.00, 0.00, 0.00, 0.00, 0.00, 0.00, 0.00, 0.08, 0.00, -0.01, 0.00, 0.01, 0.00, 0.03, 0.00, 0.00, 1.63, 0.00, 0.00, -0.02, 0.04, 0.01, 0.00, 0.16, 0.26, 0.00, 0.00, 0.00, -0.02, 0.01, 0.00, 0.00, 0.00, 0.00, 0.00, 0.00, 0.00, 0.00, 0.00, -0.01, 0.01, 0.00, -0.02, -0.06, 0.00, 0.01, 0.00, 0.00, 0.00, -0.03, 0.00, 0.00, 0.00, 0.06, 0.01, 0.00, 0.00, 0.00, 0.00, 0.03, 0.00, 0.04, 0.01, -0.02, 0.00],
  "total_charge": 3,
  "homo_ev": [-17.54, -17.97],
  "spin_multiplicity": 5,
  "lumo_ha": [-0.2710, -0.4161]
}

=====

Record 2
{
  "formula": "C17H41O10S3",
  "method": "the ωB97M-V functional and the def2-TZVPD basis",
  "symbols": ["C", "H", "S", "C", "H", "O", "H", "O", "H", "C", "H", "H", "O", "O", "S", "H", "H", "H", "H", "O", "H", "C", "H", "O", "H", "H", "H", "C", "H", "H", "C", "H", "O", "H", "H", "H", "H", "O", "H", "H", "H", "H", "H", "C", "C", "H", "C", "H", "H", "C", "H", "H", "S", "O", "O", "H", "C", "H", "C", "C", "C", "H", "C", "H", "C", "H", "H", "H", "C", "H", "H"],
  "xyz": [[-0.031, -1.117, -4.080], [8.858, -1.677, 4.572], [2.081, -1.728, 0.862], [-5.215, -2.463, -3.858], [0.874, -1.032, -4.716], [1.321, -2.945, 0.800], [7.341, 2.656, 3.895], [-6.502, 1.830, 0.205], [-4.363, -2.715, -4.503], [0.470, -1.586, -2.696], [-9.151, 4.102, 0.606], [6.060, 2.027, 2.824], [-6.492, 4.288, -0.048], [8.568, 0.850, 2.100], [7.737, 0.445, 3.196], [1.075, -0.832, -2.187], [0.441, -0.716, 2.211], [-5.113, 5.776, -0.118], [-2.792, -1.337, -4.148], [6.942, -0.749, 3.127], [11.364, -1.571, 4.205], [1.015, -0.406, 1.342], [-5.078, 4.852, 1.377], [2.889, -1.291, -0.239], [-9.289, 2.322, 0.640], [5.783, -3.634, 1.843], [1.621, 0.469, 1.564], [-2.763, -0.844, -3.167], [4.866, -2.945, 0.500], [-3.108, 4.361, -0.144], [6.709, 1.801, 3.667], [10.478, -0.852, 2.857], [2.990, -1.756, 2.192], [-1.314, 0.329, -2.092], [-0.340, -1.959, -2.060], [-8.768, 3.139, -0.857], [-6.434, -0.350, -1.790], [-6.990, 3.301, 2.170], [9.700, -0.760, 5.813], [-4.363, -0.199, -1.809], [6.118, 1.510, 4.531], [0.351, -0.201, 0.502], [-7.149, -1.721, -2.617], [-8.742, 3.168, 0.229], [-6.675, -0.738, -2.784], [-7.415, -0.137, -3.326], [9.439, -0.770, 4.754], [-5.115, -3.033, -2.929], [-5.543, -0.418, -4.592], [-5.366, -0.942, -3.646], [11.236, 0.194, 4.048], [1.126, -2.458, -2.873], [-7.064, 3.025, 0.761], [-0.641, 0.153, -4.101], [8.629, 0.392, 4.534], [-2.535, -1.558, -2.353], [-5.181, 4.768, 0.293], [-6.110, -2.817, -4.398], [-1.719, 0.355, -3.144], [5.097, -2.834, 1.560], [-4.181, -0.261, -2.894], [-0.629, -1.912, -4.562], [3.838, -2.892, 2.404], [5.598, -1.879, 1.684], [-4.084, 3.901, -0.300], [4.108, -2.874, 3.461], [-4.070, 2.913, 0.160], [3.284, -3.817, 2.227], [10.705, -0.750, 3.918], [-4.150, 0.787, -3.232], [-4.239, 3.756, -1.369]],
  "forces_ev_per_a": [[1.1, 0.3, 0.2], [-0.1, 0.1, -0.1], [-0.1, 0.4, 0.1], [0.0, 0.3, -1.0], [-0.3, 0.1, 0.1], [0.4, 0.1, -0.1], [0.0, 0.0, 0.0], [-0.2, 0.2, 0.5], [-0.1, 0.1, 0.2], [-0.1, -0.8, -0.6], [0.0, 0.0, 0.0], [0.0, -0.1, -0.1], [-0.6, -0.3, 0.3], [-0.3, -0.3, 0.2], [0.1, 0.3, 0.3], [-0.2, 0.1, -0.1], [0.0, 0.0, 0.0], [-0.3, 0.0, -0.1], [0.3, 0.0, 0.2], [0.5, 0.2, -0.1], [0.0, 0.0, 0.1], [0.0, 0.0, 0.1], [-0.2, -0.1, 0.0], [-0.2, -0.4, 0.3], [0.1, 0.0, 0.0], [0.0, 0.0, 0.1], [0.0, 0.0, 0.0], [0.0, 1.7, 0.3], [0.0, -0.1, 0.0], [0.0, 0.1, 0.0], [0.0, 0.0, 0.1], [0.0, 0.0, 0.0], [-0.4, 0.2, -0.1], [0.3, 0.0, -0.6], [0.1, 0.3, 0.0], [0.1, 0.0, 0.0], [-0.2, 0.3, -0.3], [0.1, -0.2, -0.2], [-0.2, 0.2, 0.0], [-0.1, -0.3, -0.3], [0.0, 0.0, 0.0], [0.1, -0.1, -0.1], [0.0, 0.3, 0.0], [0.0, 0.1, 0.0], [0.2, -0.7, -0.6], [0.1, 0.2, 0.4], [0.5, -0.6, 0.0], [0.0, 0.3, 0.0], [0.3, -0.4, 0.0], [-0.6, -0.2, 1.8], [0.0, 0.0, 0.1], [-0.1, 0.2, 0.1], [0.2, 0.3, -0.6], [0.0, -0.6, 0.2], [-0.4, 0.2, -0.3], [-0.2, -0.4, -0.5], [1.0, 0.1, 0.1], [0.2, -0.1, 0.3], [-0.9, -0.5, 0.4], [-0.1, 0.0, -0.4], [0.2, 0.0, -0.7], [-0.2, 0.2, 0.3], [0.5, -0.5, 0.0], [0.0, 0.0, 0.1], [-0.2, -0.2, 0.0], [-0.2, 0.2, 0.0], [0.0, 0.0, 0.0], [-0.1, 0.1, -0.1], [-0.1, 0.1, -0.3], [0.1, -0.2, 0.2], [0.1, 0.0, 0.0]],
  "lowdin_charge": [-0.34, 0.11, 0.58, -0.12, 0.10, -0.28, 0.07, -0.27, 0.06, -0.11, 0.07, 0.08, -0.27, -0.27, 0.60, 0.06, 0.07, 0.12, 0.08, -0.28, 0.08, -0.11, 0.11, -0.28, 0.07, 0.08, 0.07, -0.27, 0.07, 0.08, -0.12, 0.07, -0.27, 0.01, 0.05, 0.07, 0.05, -0.29, 0.12, 0.09, 0.07, 0.08, 0.05, -0.13, -0.09, 0.06, -0.26, 0.08, 0.12, -0.40, 0.08, 0.07, 0.58, -0.30, -0.27, 0.08, -0.27, 0.06, -0.28, -0.08, -0.23, 0.09, -0.26, 0.05, -0.07, 0.12, 0.07, 0.11, -0.08, 0.08, 0.09],
  "total_charge": -1,
  "homo_ev": -0.99,
  "lumo_ha": 0.0649
}

=====

Record 3
{
  "formula": "C17H42N5O11",
  "method": "the ωB97M-V functional and the def2-TZVPD basis",
  "symbols": ["O", "H", "H", "H", "H", "H", "C", "O", "H", "H", "C", "H", "N", "H", "O", "H", "H", "C", "H", "H", "H", "C", "H", "H", "N", "H", "C", "H", "O", "H", "H", "H", "C", "N", "O", "H", "O", "H", "N", "H", "O", "H", "H", "H", "C", "C", "H", "H", "C", "C", "O", "C", "N", "H", "H", "H", "H", "H", "H", "H", "H", "C", "O", "C", "C", "C", "H", "C", "H", "H", "C", "O", "O", "H", "H"],
  "xyz": [[-1.229, 5.103, -4.002], [2.139, -6.038, 0.774], [1.382, -1.390, 0.680], [3.349, 3.970, 1.889], [-0.772, 3.685, 3.297], [-1.508, 3.457, 1.699], [3.693, 1.907, -0.064], [-0.336, 0.045, -1.771], [0.244, 3.143, 2.058], [-0.979, 1.070, 1.939], [2.228, -1.988, 0.355], [-4.550, 1.657, 2.525], [1.954, -3.317, -0.296], [-2.242, -3.254, -0.948], [-0.740, -2.827, -1.902], [-3.400, 2.317, 1.346], [3.840, 2.521, 2.539], [-0.784, 3.062, 2.398], [1.524, -3.209, -1.244], [3.602, 0.989, 0.519], [-0.681, 2.057, -3.241], [-4.446, -5.665, -0.566], [0.719, 2.755, -4.005], [-3.665, -3.390, 1.645], [-1.147, 1.663, 2.785], [-0.642, -0.860, -1.532], [-3.585, 1.506, 2.042], [2.851, -3.767, -0.501], [-0.103, 1.917, -0.583], [0.324, 6.232, -1.957], [2.915, -1.457, -0.298], [1.413, 4.831, -1.775], [5.283, 4.101, 2.757], [-0.620, 4.308, -1.942], [5.552, 3.368, 0.188], [6.145, 3.449, 2.863], [-0.922, 0.056, 0.381], [1.467, -5.814, -0.851], [-3.085, -3.500, -0.383], [-4.742, -5.599, -1.613], [1.026, -3.648, -2.960], [5.434, 4.984, 2.149], [-0.486, 1.342, 3.492], [-0.434, 3.383, -1.481], [-3.177, -4.995, -0.170], [1.273, -5.667, 0.215], [-0.760, 2.614, -4.957], [0.357, 5.369, -0.428], [-2.588, 1.467, 3.163], [-0.489, 0.709, -0.614], [0.539, -3.798, 1.480], [-0.372, 2.814, -3.963], [4.151, 3.360, 2.045], [-1.858, -3.554, -3.513], [-2.096, -2.795, 1.439], [-3.905, -3.314, -0.964], [2.705, 2.339, -0.245], [-4.370, -6.721, -0.314], [0.382, -6.232, 0.462], [-5.250, -5.286, 0.077], [-3.349, -1.777, 0.736], [0.448, 5.251, -1.506], [-2.229, -5.562, 0.248], [-0.193, -3.456, -2.874], [-3.068, -2.803, 0.949], [1.150, -4.232, 0.567], [2.766, -2.238, 1.271], [4.623, 2.855, 0.676], [-1.541, 4.458, -1.517], [4.180, 1.729, -1.019], [-0.779, 4.161, -3.471], [-2.829, 1.241, 4.288], [-1.014, -3.854, -3.883], [4.935, 4.272, 3.774], [-3.628, 0.493, 1.639]],
  "forces_ev_per_a": [[-0.1, 0.3, -0.5], [-0.1, -0.2, 0.0], [-0.5, -0.4, -0.7], [0.0, 0.0, 0.1], [-0.5, -0.1, 0.1], [0.1, -0.1, -0.2], [0.5, 0.1, 0.8], [-0.5, -0.2, 0.7], [-0.2, -0.6, -0.6], [0.0, -0.4, -0.7], [1.1, -0.6, 0.5], [0.0, 0.2, 0.0], [0.2, 1.1, 0.4], [0.7, -0.1, -0.3], [-1.1, 0.0, 0.9], [0.0, -0.4, -0.4], [-0.1, 0.3, 0.4], [0.1, 0.7, 1.2], [-0.6, -0.3, -0.8], [-0.2, -0.1, -0.2], [-0.1, -0.1, -0.1], [-0.7, -0.1, 0.7], [0.0, 0.1, 0.0], [-0.7, 0.5, -0.2], [1.1, 0.3, -1.3], [0.3, -0.2, -0.9], [-0.1, 0.1, 0.9], [0.0, 0.0, 0.0], [-0.3, 0.1, -0.1], [-0.1, -0.1, -0.2], [-0.2, 0.2, -0.1], [0.0, 0.0, 0.0], [-0.9, -0.5, 0.5], [0.1, -1.4, 1.1], [1.0, 0.3, 0.4], [0.1, 0.0, -0.6], [0.0, 0.5, 0.1], [0.1, 0.1, 0.0], [-0.2, -0.7, 0.1], [0.2, 0.4, 0.0], [-0.3, -0.2, 0.5], [0.4, 0.1, 0.3], [-0.6, -0.1, 0.4], [0.6, -0.4, -0.4], [0.5, -1.3, -0.8], [0.4, -0.1, -0.8], [-0.1, 0.1, 0.0], [0.2, -0.1, 0.0], [-0.7, 0.0, -0.1], [0.6, 0.4, 0.7], [-0.1, 0.9, 0.2], [0.1, 0.0, 0.2], [1.0, -0.7, 0.1], [-0.2, -0.2, -0.8], [0.4, -0.2, -0.8], [0.0, 0.8, 0.4], [0.0, 0.0, 0.2], [0.3, 0.0, -0.1], [0.0, 0.1, 0.4], [-0.1, 0.2, -0.3], [-0.4, 0.0, 0.5], [-0.4, 0.4, 0.2], [0.5, 0.4, 0.4], [1.2, 0.4, -0.5], [0.0, 0.0, 0.0], [-0.6, -1.1, 0.0], [0.1, 0.1, 0.0], [-1.4, 0.1, -1.9], [0.0, 1.0, -0.5], [-0.1, -0.2, 0.0], [-0.2, -0.3, 0.1], [0.2, -0.2, 0.9], [0.1, 0.3, 1.1], [-0.1, 0.5, -0.2], [0.3, 0.3, -0.6]],
  "lowdin_charge": [0.22, 0.12, 0.08, 0.18, 0.11, 0.09, 0.04, 0.10, 0.08, 0.11, 0.01, 0.11, 0.10, 0.12, -0.10, 0.09, 0.18, 0.00, 0.12, 0.08, 0.07, 0.04, 0.12, 0.11, 0.09, 0.08, 0.05, 0.19, -0.08, 0.11, 0.10, 0.10, 0.05, 0.06, 0.22, 0.12, -0.05, 0.11, 0.09, 0.11, 0.02, 0.11, 0.18, 0.09, -0.41, 0.04, 0.11, 0.09, -0.41, -0.76, 0.16, 0.05, 0.09, 0.10, 0.10, 0.17, 0.08, 0.11, 0.09, 0.11, 0.09, 0.01, 0.19, -0.74, 0.03, -0.42, 0.10, -0.39, 0.18, 0.11, -0.38, 0.22, 0.13, 0.11, 0.09],
  "total_charge": 3,
  "homo_ev": -16.09,
  "lumo_ha": -0.2997
}